C20H26N4O2 | ωB97M-V/def2-TZVPD

The energy above the lowest of the compared OMol25 structures with the same formula, charge and spin comes out at 22.1 kcal/mol. The SMILES is Cc1cc(CN(C)C(=O)[C@H]2CCC(=O)N(CCc3ccccc3)C2)n[nH]1. The LUMO energy is 0.0207 Ha. The HOMO-LUMO gap is 9.5 eV. The value obtained for the HOMO energy is -8.9 eV.

Element x y z (Å)
1 N 3.50126 -1.90217 0.64193
2 C 0.13296 -2.27312 -0.42175
3 N -0.93498 -2.55466 0.50991
4 H -1.57211 -3.87829 1.96341
5 C 1.08060 0.30524 -2.70716
6 H 3.16871 -0.08872 3.45522
7 H -0.32174 2.75383 1.18879
8 H -0.12547 -1.43858 -1.07462
9 C 2.32727 0.08827 -2.14434
10 C 2.79399 0.95050 -1.16733
11 H 0.85646 -0.72233 2.04788
12 C -2.98093 2.21063 -0.62613
13 H -4.32178 -0.99021 -0.38008
14 H 0.30314 -3.15398 -1.05175
15 C 1.41688 -1.95177 0.27822
16 H -1.55759 3.89903 0.60241
17 H -0.70147 -4.62830 0.60094
18 H 0.55857 4.25090 -0.58653
19 C -0.73786 -3.76980 1.27432
20 C -0.94589 3.03196 0.33711
21 C 2.02043 2.02098 -0.75596
22 C 0.31190 1.38245 -2.30227
23 C 1.60867 -1.18053 1.44001
24 C 0.77364 2.25458 -1.32360
25 H 2.39128 2.69228 0.00627
26 C -3.71968 -0.15159 -0.02676
27 H 0.19657 -3.71972 1.83583
28 C -2.23844 -0.52186 -0.04449
29 C -3.92831 1.06225 -0.91533
30 H 3.76904 0.79268 -0.72921
31 H -1.92927 -0.67422 -1.08157
32 H 4.47428 -2.10604 0.47814
33 C 3.80505 -0.52288 2.68976
34 H -0.65504 1.55892 -2.75214
35 C -2.00845 -1.78179 0.79279
36 H -4.94423 1.45020 -0.82546
37 C 2.97053 -1.16860 1.64603
38 H 0.71377 -0.36189 -3.47430
39 H 4.41626 0.26905 2.25639
40 H -3.78331 0.79038 -1.96586
41 N 2.57562 -2.38557 -0.18574
42 C -0.07257 3.40746 -0.87153
43 O -2.78475 -2.07438 1.68461
44 H -0.73794 3.72518 -1.67485
45 H -1.63374 0.63308 1.66078
46 N -1.83853 1.92723 0.03970
47 H -0.38432 0.50403 0.39959
48 O -3.22596 3.34182 -1.00735
49 H -4.02257 0.06093 0.99915
50 C -1.45729 0.63629 0.57415
51 H 2.92676 -0.75039 -2.46290
52 H 4.47062 -1.24874 3.15567